[1]
C4H6ClOP in the gas phase at a distorted geometry. Source: OMol25; level of theory: ωB97M-V/def2-TZVPD.

ORCA input file:
```
! RIJCOSX wB97M-V def2-TZVPD def2/J DEFGRID3
* xyz 0 1
O -2.333 1.494 0.204
P -1.443 0.330 0.011
Cl -2.462 -1.345 0.014
C -0.159 0.228 -1.476
C 1.045 -0.157 -1.094
C 1.140 -0.486 0.418
C -0.060 0.282 1.216
H -0.576 0.306 -2.446
H 1.995 -0.132 -1.788
H 0.915 -1.511 0.521
H 2.048 -0.132 0.696
H -0.309 -0.174 2.258
H 0.197 1.296 1.464
*
```

Properties
Strongest force on any atom   4.14 eV/Å
SMILES string   O=[P@@]1(Cl)C=CCC1
Frontier orbital gap   0.401 Eh
ΔE to the lowest compared entry with this formula, charge and spin   8.0 kcal/mol
DFT total energy   -28104.1897 eV
LUMO   0.77 eV


[2]
A molecular structure, C9H21INOP2Ru at a distorted geometry. Source: OMol25; level of theory: ωB97M-V/def2-TZVPD.

ORCA input file:
```
! RIJCOSX wB97M-V def2-TZVPD def2/J DEFGRID3
* xyz 2 6
C 3.179 -0.107 -1.547
I 4.202 0.262 0.151
H 2.079 0.116 -1.398
H 3.376 0.739 -2.209
H 3.398 -1.108 -2.045
Ru -0.992 -0.074 0.743
P -0.414 2.111 -0.029
C -1.659 3.033 0.943
C 1.094 2.814 0.734
H 1.267 3.863 0.471
H 0.069 4.003 -1.638
H 1.969 2.229 0.442
H 0.227 2.427 -2.384
H -1.411 2.854 1.996
H 0.993 2.741 1.820
C -0.366 2.992 -1.657
H -1.717 4.116 0.780
H -1.375 3.098 -2.070
H -2.650 2.608 0.750
P -0.390 -2.192 -0.096
C -1.732 -3.078 0.759
C -0.261 -2.952 -1.762
H 1.973 -2.192 0.409
H 1.335 -3.856 0.565
H 1.014 -2.646 1.800
C 1.111 -2.795 0.722
H 0.490 -2.433 -2.368
H 0.005 -4.011 -1.736
H -1.849 -4.137 0.518
H -2.658 -2.539 0.532
H -1.202 -2.860 -2.315
H -1.611 -3.010 1.843
C -2.770 0.023 0.587
O -3.912 -0.002 0.368
N -0.300 -0.004 3.742
C -0.516 -0.034 2.578
*
```

Properties
Strongest force on any atom   8.59 eV/Å
Frontier orbital gap (alpha / beta)   0.286 / 0.160 Eh
ΔE to the lowest compared entry with this formula, charge and spin   1.4 kcal/mol
DFT total energy   -42450.0762 eV
LUMO (alpha / beta)   -7.22 / -12.11 eV